Record 1
{
  "formula": "C5H5N",
  "method": "wB97M-V/def2-TZVPD",
  "symbols": ["C", "C", "C", "C", "C", "N", "H", "H", "H", "H", "H"],
  "positions_angstrom": [[2.0062, 0.0172, 0.7962], [1.0828, 0.1708, -0.0104], [0.0449, 0.5166, -0.8860], [-0.7171, -0.5438, -0.0484], [-2.0589, -0.2702, 0.1679], [-3.1858, -0.0691, 0.3554], [2.9884, 0.4175, 0.9057], [-0.3216, 1.5485, -0.8226], [0.3021, 0.2244, -1.9070], [-0.5758, -1.5622, -0.3723], [0.4347, -0.4497, 1.8215]],
  "forces_ev_per_a": [[-0.55, 0.28, -0.63], [4.22, 1.99, 0.80], [-0.13, -0.72, 0.74], [-1.61, -0.63, -0.50], [-1.89, 0.19, 0.59], [0.53, 0.03, -0.06], [0.39, -0.32, 0.31], [0.04, -0.44, 0.18], [-0.49, -0.21, 0.00], [0.39, -0.19, 0.15], [-0.89, 0.03, -1.58]],
  "homo_lumo_gap_ev": [8.10, 6.11],
  "total_charge": 0,
  "homo_energy_ev": [-8.7, -7.9],
  "spin_multiplicity": 1,
  "e_tot_ha": -247.96896
}



Record 2
{
  "formula": "C4H12",
  "method": "wB97M-V/def2-TZVPD",
  "symbols": ["C", "C", "H", "H", "H", "H", "H", "H", "C", "C", "H", "H", "H", "H", "H", "H"],
  "positions_angstrom": [[-1.6212, 0.1672, 1.8740], [-2.5634, 0.1620, 0.6894], [-2.0631, 0.4606, 2.8868], [-1.2269, -0.7859, 2.2393], [-0.8160, 0.8660, 1.8929], [-3.3541, -0.6525, 0.6368], [-2.0773, -0.1756, -0.2408], [-3.1924, 0.9745, 0.4059], [1.8995, -0.7824, -1.5147], [2.2140, 0.5996, -1.0553], [0.9139, -1.2117, -1.5742], [2.3724, -1.0199, -2.4709], [2.4553, -1.7019, -1.0744], [3.2894, 0.8779, -1.0433], [2.0262, 0.7655, -0.0532], [1.7436, 1.4565, -1.5985]],
  "forces_ev_per_a": [[-1.26, 0.17, 2.90], [-0.78, -2.69, -1.32], [-0.50, -0.02, -1.28], [0.14, -0.32, -1.06], [0.81, 0.45, -0.93], [0.76, 0.41, 1.16], [0.60, 0.62, 0.25], [0.17, 1.39, 0.33], [2.13, -3.29, -0.81], [1.02, 1.40, -1.07], [-0.80, 0.77, 0.15], [-0.42, 0.78, -0.85], [-0.58, 1.83, 0.80], [-0.17, -0.66, -0.64], [-1.11, 0.15, 2.26], [-0.02, -0.99, 0.11]],
  "homo_lumo_gap_ev": [2.82, 11.93],
  "total_charge": -1,
  "homo_energy_ev": [1.5, -7.5],
  "spin_multiplicity": 2,
  "e_tot_ha": -159.48262
}



Relative energy (zero: lowest compared OMol25 entry of this formula, charge and spin) values (in eV) by entry order: 8.3287 1.2933.